# 1
C25H25N7O6ReS3 | ωB97M-V/def2-TZVPD

Properties
HOMO (spin up / spin down): -0.2771 / -0.2736 Ha
multiplicity: 2
energy relative to the best compared isomer or geometry (same formula, charge and spin): 33.2 kcal per mole
frontier orbital gap (spin up / spin down): 0.2435 / 0.2005 Ha
LUMO (spin up / spin down): -0.915 / -1.989 eV

Structure (XYZ):
```
67
Properties=species:S:1:pos:R:3:forces:R:3:nbo_charge:R:1
Re 1.116 0.687 -1.833 0.2 0.1 1.0 1.28
O 3.734 -0.252 2.967 0.0 0.0 -0.1 -0.67
C 2.474 0.072 3.300 0.0 -0.1 0.0 0.36
C 2.195 0.250 4.656 0.0 0.0 0.0 -0.28
C 0.921 0.580 5.070 0.0 0.0 0.0 -0.17
C -0.108 0.745 4.144 0.0 0.0 0.0 -0.27
C 0.159 0.570 2.802 0.0 0.0 0.0 -0.18
C 1.441 0.227 2.359 0.1 0.0 0.0 -0.19
C 1.671 0.069 0.914 -0.1 0.2 -0.1 0.59
O 0.654 0.166 0.114 0.0 -0.2 0.3 -0.70
N 2.884 -0.169 0.459 0.0 0.0 0.2 -0.45
N 2.823 -0.228 -0.904 0.4 -0.4 -0.2 -0.27
C 3.567 -1.077 -1.544 -0.1 0.4 0.9 0.07
C 3.082 -1.353 -2.849 -0.3 -0.3 -1.0 0.18
C 3.706 -2.203 -3.768 0.0 0.3 0.5 -0.21
C 3.082 -2.487 -4.954 -0.3 0.1 -0.2 -0.13
C 1.836 -1.906 -5.217 0.3 -0.2 -0.2 -0.24
C 1.274 -1.068 -4.295 0.0 0.2 0.4 0.11
N 1.866 -0.797 -3.107 0.4 -0.4 -0.6 -0.48
H 3.779 -0.361 1.990 0.0 0.1 0.0 0.51
H 3.002 0.116 5.364 0.0 0.0 0.0 0.23
H 0.723 0.708 6.127 0.0 0.0 0.0 0.22
H -1.106 1.007 4.473 0.0 0.0 0.0 0.22
H -0.619 0.701 2.060 0.0 -0.1 0.0 0.25
H 4.347 -1.646 -1.056 0.0 0.0 0.0 0.22
H 4.669 -2.625 -3.516 0.0 0.0 0.0 0.23
H 3.543 -3.147 -5.676 0.0 0.0 0.0 0.23
H 1.311 -2.099 -6.142 0.0 0.0 0.0 0.24
H 0.324 -0.587 -4.471 0.0 0.0 0.0 0.23
C -5.532 -1.833 2.365 0.0 0.0 0.0 -0.63
C -4.244 -2.111 1.640 0.0 0.0 0.0 -0.01
C -3.024 -1.704 2.172 0.0 0.0 0.0 -0.19
C -1.832 -1.969 1.522 0.0 0.0 0.0 -0.21
C -1.857 -2.652 0.314 -0.1 -0.1 0.1 0.17
C -3.059 -3.082 -0.233 0.0 0.1 0.0 -0.22
C -4.240 -2.803 0.432 0.0 0.0 0.0 -0.19
S -2.221 0.470 -1.101 0.2 0.1 -0.1 1.69
O -2.214 1.472 -0.015 0.0 0.0 0.1 -1.03
O -3.240 0.723 -2.104 -0.1 0.0 -0.1 -0.96
N -0.639 1.161 -2.121 -0.3 0.2 -0.2 -0.65
C -0.971 2.134 -3.147 0.1 0.1 0.0 -0.40
C 0.266 2.378 -4.009 0.0 -0.4 0.1 0.77
O 0.274 3.134 -4.948 0.0 0.1 -0.1 -0.61
O 1.302 1.652 -3.622 -0.2 0.7 -0.2 -0.72
H -5.470 -0.908 2.938 0.0 0.0 0.0 0.22
H -5.761 -2.641 3.064 0.0 0.0 0.0 0.22
H -6.366 -1.750 1.670 0.0 0.0 0.0 0.22
H -3.004 -1.160 3.109 0.0 0.0 0.0 0.21
H -0.887 -1.645 1.931 0.0 0.0 0.0 0.23
H -3.060 -3.601 -1.182 0.0 0.0 0.0 0.23
H -5.179 -3.120 -0.005 0.0 0.0 0.0 0.22
H -1.257 3.081 -2.678 -0.1 0.0 0.0 0.23
H -1.820 1.802 -3.747 0.0 0.0 0.0 0.25
S 1.711 -3.985 -1.247 0.0 0.0 0.0 -0.12
C 0.341 -3.373 -0.716 -0.1 0.2 0.0 0.29
N -0.666 -2.895 -0.354 0.2 -0.2 0.0 -0.42
C -0.845 3.593 1.809 -0.1 0.0 0.0 -0.44
N -0.106 2.996 0.713 0.1 0.0 -0.1 -0.57
C 1.130 3.308 0.424 0.0 0.1 0.1 0.37
N 1.767 4.226 1.169 -0.1 0.0 0.1 -0.78
S 2.033 2.725 -0.929 0.0 -0.4 -0.5 -0.02
H -1.828 3.131 1.816 0.0 0.0 0.0 0.26
H -0.961 4.669 1.660 0.0 0.0 0.0 0.20
H -0.357 3.397 2.767 0.0 0.0 0.0 0.21
H -0.617 2.290 0.171 0.0 0.1 0.0 0.48
H 1.339 4.618 1.990 0.0 0.0 0.0 0.41
H 2.748 4.378 1.017 0.0 0.0 0.0 0.42
```
Forces are in eV/Å.

=====

# 2
C2H5NO2S | ωB97M-V/def2-TZVPD

Properties
HOMO: -0.3295 Ha
multiplicity: 1
energy relative to the best compared isomer or geometry (same formula, charge and spin): 125.1 kcal per mole
frontier orbital gap: 0.3388 Ha
LUMO: 0.254 eV

Structure (XYZ):
```
11
Properties=species:S:1:pos:R:3:forces:R:3:nbo_charge:R:1
C -0.209 1.018 0.328 0.1 7.5 0.8 -0.13
C 0.132 -0.262 0.134 -1.6 -5.4 -3.9 -0.02
H 1.608 1.452 1.390 -2.7 0.6 -3.6 0.50
H -0.684 1.442 -0.622 0.3 0.3 1.7 0.17
H -0.780 1.076 1.284 -0.2 0.5 -1.1 0.23
H -0.712 0.084 -1.544 0.0 -2.8 -0.6 0.39
H -0.558 -2.675 -0.332 1.5 2.3 -4.6 0.48
N -0.407 -0.768 -0.990 0.4 1.0 -0.4 -0.27
O 1.069 1.725 0.472 1.1 0.1 2.8 -0.73
O -0.271 -2.115 -1.433 -1.6 -0.1 5.2 -0.50
S 0.813 -0.977 1.314 2.7 -4.1 3.8 -0.11
```
Forces are in eV/Å.

=====

# 3
C14H20LiO2 | ωB97M-V/def2-TZVPD

Properties
HOMO: -0.4433 Ha
multiplicity: 1
net charge: +1
frontier orbital gap: 0.3134 Ha
LUMO: -3.533 eV

Structure (XYZ):
```
37
Properties=species:S:1:pos:R:3:forces:R:3:nbo_charge:R:1
Li 1.288 -1.236 1.469 0.1 -0.4 -0.3 0.96
C 2.148 -5.141 2.496 -1.7 0.3 0.4 -0.43
C 2.714 -5.284 1.091 0.8 1.6 1.0 -0.44
C 2.863 -3.787 0.768 0.5 0.3 -1.4 -0.07
O 1.726 -3.078 1.368 0.7 0.1 -1.7 -0.64
C 1.239 -3.862 2.399 -2.6 -1.2 2.1 -0.08
H 2.868 -4.965 3.293 0.5 -0.1 -0.4 0.22
H 1.591 -6.029 2.784 -0.2 0.1 0.1 0.24
H 2.016 -5.663 0.349 0.0 -0.6 0.3 0.23
H 3.678 -5.831 1.162 -0.6 0.4 -0.6 0.25
H 2.884 -3.653 -0.338 -0.2 0.4 0.8 0.21
H 3.700 -3.273 1.226 0.7 -0.5 -0.1 0.18
H 0.093 -4.087 2.242 2.2 0.1 0.0 0.19
H 1.262 -3.231 3.324 0.1 -0.8 -0.3 0.17
C -3.151 4.382 -2.947 1.7 0.9 0.6 -0.65
C -2.199 3.600 -2.012 1.0 -0.3 -1.9 0.12
C -0.980 2.983 -2.528 -0.8 1.1 -0.4 -0.24
C -0.216 2.133 -1.766 -1.6 -1.3 1.4 0.07
C 0.903 1.312 -2.355 0.4 0.4 0.3 -0.65
C -0.694 1.887 -0.402 -0.4 0.9 -1.2 -0.18
C -0.242 0.896 0.496 2.7 -0.5 0.8 0.41
O 0.483 -0.134 0.308 -1.5 1.6 0.1 -0.76
C -1.756 2.671 0.157 0.5 -0.9 -0.3 0.12
C -2.125 2.566 1.617 0.2 0.8 0.1 -0.67
C -2.517 3.452 -0.690 0.0 0.1 0.0 -0.28
H -3.986 4.878 -2.429 0.3 -0.5 0.0 0.23
H -3.503 3.733 -3.731 -0.2 -0.2 -0.3 0.24
H -2.557 5.217 -3.407 -0.5 -0.8 0.1 0.24
H -0.659 3.176 -3.579 -0.5 -0.1 0.9 0.23
H 1.587 0.944 -1.575 -0.4 0.0 -0.3 0.23
H 1.501 2.016 -2.957 -0.3 -0.7 -0.4 0.23
H 0.500 0.428 -2.905 0.4 0.9 0.2 0.25
H -0.394 1.254 1.539 -0.2 -1.0 -0.3 0.14
H -2.515 1.567 1.870 0.3 0.5 0.2 0.23
H -2.887 3.316 1.810 -0.2 -0.2 0.1 0.24
H -1.248 2.903 2.231 -0.8 -0.7 -0.3 0.23
H -3.418 3.942 -0.379 -0.2 0.1 0.6 0.22
```
Forces are in eV/Å.

=====

# 4
C14H16O | ωB97M-V/def2-TZVPD

Properties
HOMO: -0.3107 Ha
multiplicity: 1
energy relative to the best compared isomer or geometry (same formula, charge and spin): 59.9 kcal per mole
frontier orbital gap: 0.3350 Ha
LUMO: 0.661 eV

Structure (XYZ):
```
31
Properties=species:S:1:pos:R:3:forces:R:3:nbo_charge:R:1
C 1.546 1.140 4.134 -1.7 2.3 -0.2 -0.61
C 1.890 2.010 0.519 -0.7 -1.0 -1.3 -0.27
C 1.769 2.128 1.884 0.9 -0.5 0.4 -0.19
C 2.174 0.718 0.030 1.8 -0.9 0.4 0.28
C 2.056 0.987 2.713 -1.8 3.0 1.2 -0.07
C 2.806 -0.245 0.822 0.0 -0.1 0.2 -0.26
C 2.655 -0.113 2.240 2.0 -3.3 -0.6 -0.20
O 2.013 0.214 -1.234 -0.9 -1.2 1.2 -0.71
H 1.698 2.728 -0.290 -0.2 0.3 0.9 0.22
H 1.577 3.080 2.406 -0.2 -0.5 -0.5 0.22
H 2.235 0.669 -2.001 0.7 2.1 -1.7 0.49
H 3.373 -1.027 0.202 -1.2 0.8 1.6 0.24
H 1.944 2.097 4.627 -0.8 -1.1 -0.8 0.21
H 1.835 0.374 4.770 0.7 -1.7 1.1 0.21
H 3.052 -0.937 2.986 -1.0 1.7 -1.7 0.22
H 0.356 1.133 4.156 2.5 0.3 -0.1 0.22
C -2.153 -0.076 -3.918 1.8 -2.3 0.0 -0.64
C -1.148 -1.306 -0.401 1.7 -1.1 -0.9 -0.22
C -2.322 -1.951 -0.027 1.1 0.8 2.8 -0.22
C -1.028 -0.793 -1.700 1.8 0.7 -0.2 -0.23
C -2.161 -0.685 -2.509 -0.1 0.8 0.2 -0.02
C -3.445 -1.873 -0.832 -0.4 0.0 1.5 -0.23
C -3.377 -1.171 -1.996 -0.4 1.4 -1.9 -0.21
H -0.151 -1.402 0.137 -1.7 0.3 -0.1 0.22
H -2.359 -2.213 1.098 -0.3 -0.3 -2.1 0.21
H 0.064 -0.447 -1.973 -2.6 -0.6 0.1 0.23
H -4.363 -2.209 -0.369 -0.2 0.0 -0.5 0.22
H -2.842 -0.709 -4.488 0.1 0.5 -0.3 0.22
H -1.113 -0.300 -4.296 -1.0 0.3 0.0 0.21
H -4.266 -0.782 -2.557 0.5 -1.1 0.6 0.21
H -2.316 0.961 -4.135 -0.4 0.6 0.6 0.22
```
Forces are in eV/Å.